1.
Density functional theory data (ωB97M-V/def2-TZVPD) for an isolated molecule of C2H4INOS.

```
10
Properties=species:S:1:pos:R:3:forces:R:3
C 0.535917 -0.477441 -0.063965 0.955 -0.829 -1.574
C -1.675021 -0.385204 -1.211090 3.846 -0.235 -0.924
N -0.403131 -0.608452 -1.142807 -1.740 -0.267 -1.006
O 0.187960 0.178524 1.185170 -0.442 0.093 -0.287
S 1.353600 0.453041 2.317332 -1.179 -2.847 -0.224
I 2.065938 2.735716 1.913988 0.853 2.666 -0.439
H 0.799625 -1.567631 0.157260 0.238 1.556 -0.162
H 1.340701 0.108750 -0.650821 -0.603 -0.914 1.697
H -1.998417 -0.006361 -0.315898 -2.331 1.033 1.840
H -2.207171 -0.430941 -2.189168 0.403 -0.255 1.080
```
Positions in Å, forces in eV/Å.

- Energy above the lowest of the compared OMol25 structures with the same formula, charge and spin: 0.120 eV
- LUMO (spin up / spin down): 0.0193 / -0.1042 Ha
- HOMO level (spin up / spin down): -6.65 / -9.72 eV
- Kohn-Sham gap (spin up / spin down): 7.2 / 6.9 eV
- 2S+1: 3

2.
Density functional theory data (ωB97M-V/def2-TZVPD) for a structure of composition CH6N2OS.

```
11
Properties=species:S:1:pos:R:3:forces:R:3
C -1.111414 1.258444 0.156947 2.434 -0.408 -0.221
N -1.390867 -1.405053 0.195510 0.331 2.866 1.808
N 1.505193 0.038657 -0.150386 -1.085 1.224 -1.929
O 2.582444 -0.822141 -0.113959 -0.191 -1.002 1.571
S -0.648319 -0.395085 -0.706685 0.627 0.707 0.431
H -0.286414 2.038372 -0.038785 -1.294 -1.236 -0.173
H -2.087363 1.589660 -0.289043 0.866 -0.526 1.084
H -0.938420 0.969793 1.240772 -1.319 0.486 -1.161
H -1.670622 -2.259300 -0.140202 -0.321 -2.333 -1.536
H 2.813224 -1.200196 -0.964220 -0.512 0.582 -0.592
H 1.232557 0.186853 0.810048 0.463 -0.360 0.717
```
Positions in Å, forces in eV/Å.

- Energy above the lowest of the compared OMol25 structures with the same formula, charge and spin: 5.484 eV
- LUMO (spin up / spin down): 0.0161 / 0.0096 Ha
- HOMO level (spin up / spin down): -7.56 / -8.14 eV
- Kohn-Sham gap (spin up / spin down): 8.0 / 8.4 eV

3.
Density functional theory data (ωB97M-V/def2-TZVPD) for a structure of composition C12H23LaN2O2P2S.

```
43
Properties=species:S:1:pos:R:3:forces:R:3
La -0.018980 -1.126160 1.384044 1.559 0.619 -0.998
P -2.625219 0.278901 0.821010 -0.936 0.335 -1.085
C -2.253958 0.624896 -0.978913 0.138 -0.314 0.381
C -0.855534 1.104617 -1.353769 -0.129 0.419 -0.093
N 0.235341 0.779235 -0.608152 0.079 -0.323 -0.122
C 1.453851 1.214526 -1.032431 0.063 0.340 0.070
C 1.607679 2.030171 -2.154379 -0.053 -0.392 0.036
C 0.498612 2.335653 -2.932556 -0.328 0.045 0.341
C -0.752247 1.886627 -2.506208 0.330 -0.473 -0.020
C 2.720140 0.939428 -0.222529 -0.317 0.367 0.074
P 2.808919 -0.593975 0.770313 1.045 0.125 -0.539
H -1.654612 2.042978 -3.091630 0.231 0.222 0.087
H 2.607792 2.382679 -2.410348 -0.358 -0.098 -0.030
H 0.595984 2.933928 -3.834573 -0.015 -0.103 0.146
H 3.595144 0.940265 -0.888224 -0.245 0.130 0.143
H 2.853240 1.769061 0.488422 0.021 -0.055 -0.174
H -2.464740 -0.346630 -1.439090 0.122 0.089 -0.357
H -3.023482 1.339064 -1.336571 0.482 -0.396 0.115
H -1.432651 -2.598967 -1.646572 0.046 -0.139 -0.188
O -2.177594 -2.564449 -2.260859 0.421 0.729 -0.377
H -1.818072 -2.128123 -3.064623 -0.348 -0.564 0.626
H -1.666828 -2.230113 1.951775 -1.739 -1.071 0.503
O 0.290660 -2.814289 0.138724 -0.676 -1.060 -0.840
H 0.207488 -3.636925 -0.392117 0.375 0.748 0.625
C 3.470125 -1.774016 -0.443720 -0.378 -0.513 0.042
H 4.482924 -1.501413 -0.752004 -0.125 0.064 0.076
H 3.477530 -2.773878 0.002494 0.101 0.117 -0.128
H 2.810218 -1.812123 -1.313950 0.078 0.000 0.048
C 4.243370 -0.299804 1.847271 -0.147 0.036 0.495
H 4.354042 -1.153934 2.528622 0.073 0.183 -0.192
H 5.169353 -0.174876 1.272894 -0.262 0.011 0.071
H 4.057724 0.589617 2.460635 0.162 -0.123 -0.082
C -3.432029 1.847409 1.233942 0.278 0.433 0.860
H -4.422389 1.890998 0.760012 0.313 -0.023 0.133
H -3.528928 1.944195 2.327221 -0.158 0.120 -0.425
H -2.803894 2.667936 0.862518 -0.208 -0.107 0.170
C -4.060022 -0.856000 0.653565 0.352 -0.228 0.236
H -4.351623 -1.188319 1.661379 -0.089 0.102 -0.361
H -4.903048 -0.354879 0.158439 0.260 -0.179 0.123
H -3.743331 -1.733680 0.072027 -0.232 0.157 0.100
S 0.515109 1.039978 3.361386 -0.014 0.203 1.275
C 0.112366 -0.055996 4.546429 -0.099 -0.329 0.341
N -0.178445 -0.863627 5.360083 0.326 0.896 -1.109
```
Positions in Å, forces in eV/Å.

- Energy above the lowest of the compared OMol25 structures with the same formula, charge and spin: 0.000 eV
- Charge: +2
- LUMO (spin up / spin down): -0.3972 / -0.3643 Ha
- HOMO level (spin up / spin down): -15.68 / -15.68 eV
- Kohn-Sham gap (spin up / spin down): 4.9 / 5.8 eV

Q: Which value of energy above the lowest of the compared OMol25 structures with the same formula, charge and spin does entry 3 give?
A: 0.000 eV